{
  "formula": "C11H9N3O",
  "method": "wB97M-V/def2-TZVPD",
  "species": ["C", "H", "C", "O", "N", "H", "H", "C", "H", "C", "N", "H", "C", "H", "C", "C", "H", "C", "H", "C", "H", "C", "N", "C"],
  "xyz": [[-3.1923, -0.9249, -0.1508], [1.6363, -2.8430, 0.4064], [3.6766, 1.0986, -0.6239], [0.9458, 2.7506, 0.1531], [0.7575, -0.7249, 0.1320], [3.8595, 2.0911, -1.0250], [-5.0251, 0.2112, -0.0512], [-1.1725, 0.4271, -0.1277], [2.9603, -2.4398, 1.3148], [2.0524, -0.9244, 0.0681], [4.4754, 0.2035, -0.1270], [-3.4681, -1.9684, -0.3642], [-1.9505, 1.5717, 0.0661], [-3.8428, 2.3112, 0.1832], [-1.7750, -0.8106, -0.1623], [-3.2999, 1.4118, 0.0690], [-1.4834, 2.6718, 0.0873], [2.5875, -2.3077, 0.2931], [-1.1659, -1.6253, -0.1141], [-3.9644, 0.2187, -0.0107], [3.0686, -2.5008, -0.5749], [0.9678, 1.5814, 0.5227], [0.3335, 0.5083, 0.0524], [3.0187, 0.0129, -0.0164]],
  "mulliken_charge": [-0.4808, 0.3259, -0.1022, -0.4720, -0.5799, 0.3753, 0.4044, 0.4599, 0.3296, 0.7057, -0.5583, 0.3181, -0.4345, 0.3817, -0.2945, -0.3212, 0.1918, -1.3293, 0.5211, -0.6922, 0.4146, 0.1725, 0.5408, 0.1235],
  "e_tot_ev": -18063.17425,
  "homo_lumo_gap_ev": [7.7, 7.4],
  "e_above_lowest_ev": 8.9857,
  "lumo_ev": [-0.48, -0.24]
}

{
  "formula": "C3H11NO3",
  "method": "wB97M-V/def2-TZVPD",
  "species": ["H", "H", "H", "H", "H", "O", "H", "H", "C", "N", "C", "H", "H", "C", "O", "O", "H", "H"],
  "xyz": [[0.7750, -1.5769, -0.0703], [2.4528, -0.2978, 0.1927], [2.9256, -1.7188, -0.1919], [-1.7052, 2.2484, 1.9635], [0.9579, 1.2820, 0.6283], [0.2308, -1.8427, -0.8433], [-0.6855, -0.7004, -2.1584], [-0.7433, -0.3825, 1.5999], [-1.3215, 0.3361, 1.0006], [0.7299, 0.8849, -0.2849], [-0.8232, -0.9576, -1.0884], [1.0833, 1.4766, -1.0367], [-2.3982, 0.2838, 0.8757], [-0.6430, 0.4479, -0.3988], [-1.1069, 1.6411, 1.5216], [3.1511, -0.9441, 0.3403], [-1.7838, -1.4590, -1.0451], [-1.0958, 1.2789, -1.0049]],
  "mulliken_spin": [0.0074, -0.0115, -0.0020, -0.0009, -0.0088, 0.0460, 0.0090, -0.0025, 0.0254, 0.7053, 0.1329, -0.0136, 0.0010, 0.0126, 0.0331, 0.0306, -0.0040, 0.0401],
  "spin_multiplicity": 2,
  "e_tot_ev": -10911.06210,
  "homo_lumo_gap_ev": [11.8, 5.8],
  "e_above_lowest_ev": 2.1175,
  "lumo_ev": [-3.56, -9.37],
  "total_charge": 1
}

{
  "formula": "C40H40BF3FeN7S",
  "method": "wB97M-V/def2-TZVPD",
  "species": ["H", "H", "C", "H", "H", "C", "C", "C", "C", "H", "H", "H", "H", "N", "C", "C", "N", "H", "C", "C", "H", "C", "C", "C", "H", "H", "C", "C", "C", "H", "H", "N", "H", "H", "F", "F", "H", "C", "C", "C", "C", "C", "C", "C", "C", "C", "N", "N", "C", "H", "H", "C", "H", "H", "H", "H", "C", "F", "H", "H", "C", "H", "H", "H", "H", "N", "H", "C", "H", "C", "H", "Fe", "H", "B", "C", "H", "C", "N", "C", "C", "C", "H", "H", "H", "C", "H", "H", "C", "C", "C", "C", "H", "S"],
  "xyz": [[-4.6306, -2.6358, 1.7346], [2.5963, 1.8136, 5.8872], [-1.8575, 1.4332, -2.3976], [4.0875, 0.3691, 1.1331], [-5.8525, 0.7082, -2.5042], [-3.0795, -4.3083, -1.4032], [-3.2118, -1.0738, 2.1463], [-1.2566, -0.2581, 2.7776], [4.5897, -2.7416, -2.1239], [5.1491, -0.9899, 0.7228], [-2.9205, -0.5322, 4.2468], [-3.8057, -1.9536, -0.3677], [-2.9282, -5.3063, -1.8101], [-2.3773, -1.0010, 1.0877], [-1.1182, 4.8776, 0.7672], [-0.3198, 0.3290, 5.0047], [-1.6568, 0.4546, -1.5254], [1.3097, -2.0000, 0.5299], [1.7934, -2.9091, -1.6951], [1.9998, 1.3373, 3.8788], [0.5297, 0.8819, 6.8872], [2.1547, -1.3673, 0.2671], [-4.6088, -1.6005, 2.0751], [1.2857, 5.4076, 0.3678], [-1.2911, 5.9390, 0.8792], [-3.4777, -4.4058, -0.3928], [-2.1775, 3.9806, 0.8758], [0.1604, 4.4213, 0.5252], [0.3751, 3.0376, 0.3709], [-3.1849, 4.3168, 1.0719], [4.3727, -4.7801, -2.8565], [-0.6676, 2.1936, 0.4801], [2.5899, -1.3684, 2.3092], [2.8914, 1.7412, 3.4148], [1.6639, 5.5288, -0.9173], [2.3726, 5.0804, 1.0761], [-0.2977, -4.9938, -2.1778], [-1.7800, -3.5727, -1.4056], [3.8623, -3.9281, -2.4302], [-0.1661, 0.2876, 3.6180], [1.7265, 1.9383, -3.3611], [1.0111, 0.7871, 3.0770], [3.9799, -1.6817, -1.5562], [0.5670, 1.4623, -2.7854], [-3.8172, 0.5157, -1.9283], [-0.6933, 3.2942, -3.6677], [-0.3563, -1.9034, -1.0707], [-2.8363, -0.1140, -1.2533], [0.6693, 0.8649, 5.8138], [-2.6710, 1.8838, 0.8001], [-1.6345, 3.8161, -3.7926], [3.5767, -3.0555, 1.4721], [2.5835, 3.5259, -4.5169], [4.1238, -3.3576, 0.5760], [-5.6344, 0.1845, -0.8317], [-3.7314, 2.2086, -3.3413], [-5.2456, 0.0888, -1.8467], [0.9157, 6.6408, 0.7769], [2.7062, -3.7083, 1.5720], [0.4495, 4.7535, -4.7408], [-0.5362, -4.0204, -1.7848], [5.6463, -2.6939, -2.3573], [1.1615, 0.7806, 2.0090], [4.2261, -3.2240, 2.3340], [1.9340, -4.8577, -2.5221], [-1.1683, -0.4884, 1.4680], [-5.2306, -1.0187, 1.3937], [2.4797, -3.9689, -2.2292], [-3.8313, -3.7988, -2.0062], [3.1603, -1.5883, 1.4013], [2.0990, -0.8386, -1.8067], [0.1550, 0.2372, -0.3256], [1.8323, -0.3114, 0.3129], [-2.7516, -1.3853, -0.3705], [0.4760, 3.8116, -4.2084], [-5.0540, -1.5565, 3.0677], [1.6801, 3.1261, -4.0752], [-1.6514, -2.3011, -0.9720], [0.3378, -2.9458, -1.5426], [-0.6570, 2.0996, -2.9575], [4.3689, -0.6514, 1.4068], [0.5446, 0.5343, -2.2154], [4.8052, -0.6173, 2.4073], [4.5280, -0.7648, -1.3792], [1.8326, 1.3795, 5.2548], [2.6609, 1.4055, -3.2405], [-1.2154, -0.0654, 5.4660], [-2.5318, -0.6110, 3.2464], [-3.2306, 1.5303, -2.6707], [2.5196, -1.6772, -1.2245], [-1.8969, 2.6422, 0.7275], [-5.3644, -0.9525, -2.1478], [1.8654, 2.2342, 0.0173]],
  "mulliken_spin": [0.0000, 0.0001, 0.0262, -0.0025, 0.0000, 0.0023, 0.0012, 0.0264, -0.1011, -0.0064, 0.0007, -0.0001, -0.0002, 0.0233, 0.0017, -0.0011, 0.0737, -0.0039, 0.3141, 0.0047, 0.0000, 0.0552, -0.0006, 0.0009, -0.0002, -0.0014, -0.0011, -0.0016, 0.0017, -0.0006, 0.0206, 0.0418, 0.0053, 0.0003, 0.0000, 0.0002, 0.0032, -0.0219, 0.3924, -0.0099, 0.0123, -0.0259, 0.3141, -0.0247, 0.0075, 0.0041, 0.0610, 0.0009, -0.0001, 0.0019, 0.0003, 0.0077, 0.0005, 0.0012, 0.0003, 0.0008, -0.0009, 0.0001, -0.0026, -0.0002, 0.0550, -0.0026, 0.0021, -0.0006, 0.0031, 0.0030, 0.0001, -0.1927, -0.0013, 0.0100, 0.1184, 3.7626, -0.1018, -0.0417, 0.0002, 0.0001, 0.0010, 0.0953, 0.0175, 0.0148, 0.0029, -0.0244, 0.0011, 0.0166, 0.0001, 0.0041, 0.0001, 0.0071, 0.0049, -0.0256, 0.0249, 0.0004, 0.0436],
  "spin_multiplicity": 6,
  "e_tot_ev": -106615.13365,
  "homo_lumo_gap_ev": [7.3, 7.0],
  "lumo_ev": [0.47, -0.65]
}